(1)
{
  "formula": "C6H14O",
  "method": "ωB97M-V with the def2-TZVPD basis set",
  "smiles": "C=CCCCOC.[H][H]",
  "total_charge": 0,
  "homo_lumo_gap_ha": 0.3673,
  "spin_multiplicity": 1,
  "homo_energy_ev": -8.893,
  "e_tot_ev": -8493.0365,
  "max_force_ev_per_a": 2.3,
  "e_above_lowest_kcal_mol": 88.9,
  "species": ["C", "C", "C", "C", "C", "O", "C", "H", "H", "H", "H", "H", "H", "H", "H", "H", "H", "H", "H", "H", "H"],
  "xyz": [[-3.36233, 0.17136, -0.29135], [-2.21937, 0.23910, 0.38628], [-1.17962, -0.81750, 0.39947], [0.25495, -0.56741, 0.89357], [1.31566, -0.00509, -0.06363], [2.53541, 0.06264, 0.65112], [3.58599, 0.59498, -0.11783], [-3.58547, -0.66827, -0.95257], [-4.13142, 0.91371, -0.15546], [-2.01434, 1.01598, 1.11711], [-1.87280, -1.11545, 1.25210], [-1.25535, -1.60002, -0.36669], [0.64998, -1.51849, 1.27251], [0.19894, 0.11609, 1.74642], [1.44309, -0.64618, -0.95258], [1.03374, 0.99907, -0.41961], [3.79297, -0.01975, -1.00852], [4.48284, 0.61482, 0.50890], [3.36550, 1.62136, -0.45204], [-1.86490, 0.44830, -1.72115], [-1.17347, 0.16073, -1.72607]],
  "atomic_forces_ev_per_a": [[-0.3, 0.0, 0.6], [-0.2, 0.9, -0.7], [-0.8, -0.6, 1.2], [-0.2, 0.0, 0.2], [-0.5, 0.0, -0.1], [-0.2, 0.0, 0.0], [0.2, 0.1, -0.1], [0.2, 0.3, 0.0], [-0.1, 0.0, 0.1], [-0.2, 0.3, -0.1], [1.7, -1.5, 0.1], [-0.2, 0.4, 0.1], [-0.1, 0.2, 0.0], [0.1, -0.1, 0.0], [-0.1, 0.1, 0.1], [0.0, -0.1, 0.0], [-0.1, 0.1, 0.1], [-0.2, 0.0, -0.1], [0.0, -0.2, 0.1], [0.7, 0.0, -0.6], [0.1, 0.1, -0.8]],
  "lowdin_charge": [-0.080, -0.308, -0.239, -0.162, -0.256, -0.198, -0.125, 0.070, 0.051, 0.117, 0.141, 0.117, 0.116, 0.115, 0.124, 0.122, 0.088, 0.088, 0.088, 0.062, 0.066]
}

(2)
{
  "formula": "C6H14O",
  "method": "ωB97M-V with the def2-TZVPD basis set",
  "smiles": "COCC(C)(C)C",
  "total_charge": 0,
  "homo_lumo_gap_ha": 0.3957,
  "spin_multiplicity": 1,
  "homo_energy_ev": -9.853,
  "e_tot_ev": -8495.1403,
  "max_force_ev_per_a": 3.5,
  "e_above_lowest_kcal_mol": 40.4,
  "species": ["C", "O", "C", "C", "C", "C", "C", "H", "H", "H", "H", "H", "H", "H", "H", "H", "H", "H", "H", "H", "H"],
  "xyz": [[2.46180, -1.21562, -0.87254], [1.14425, -1.16477, -0.44765], [0.88728, 0.13073, -0.04351], [-0.64498, 0.27315, 0.23624], [-0.87192, 1.75054, 0.53185], [-1.42345, -0.16031, -1.01173], [-1.18772, -0.55497, 1.44050], [2.57919, -0.16808, -1.46384], [2.57480, -2.21001, -1.34639], [3.16486, -1.14319, -0.02385], [1.52299, 0.78478, -0.94061], [1.48180, 0.39199, 0.85278], [-0.31096, 2.05599, 1.42394], [-1.93025, 1.96493, 0.70883], [-0.52780, 2.35046, -0.31567], [-1.30685, -1.23239, -1.20428], [-1.05670, 0.38192, -1.88828], [-2.49431, 0.04935, -0.89730], [-1.08500, -1.63647, 1.29822], [-2.26682, -0.35687, 1.57162], [-0.71022, -0.29114, 2.39167]],
  "atomic_forces_ev_per_a": [[0.5, 0.8, -0.5], [-0.1, -0.3, 0.2], [0.5, 0.9, -0.7], [0.2, 0.3, -0.2], [0.0, 0.2, 0.0], [0.0, 0.1, -0.1], [0.3, 0.0, -0.1], [0.6, -2.8, 0.3], [0.4, 0.9, -0.3], [-0.1, 0.0, -0.2], [-2.7, -0.5, 2.1], [-0.2, -0.1, 0.0], [-0.1, 0.0, -0.1], [0.1, 0.0, 0.0], [-0.1, 0.1, 0.1], [0.0, 0.2, 0.1], [-0.1, 0.0, 0.0], [0.2, 0.0, 0.0], [0.1, 0.2, -0.1], [0.4, 0.1, -0.2], [0.1, 0.0, -0.2]],
  "lowdin_charge": [-0.132, -0.206, -0.233, -0.573, -0.076, -0.061, -0.049, 0.108, 0.099, 0.086, 0.158, 0.126, 0.085, 0.085, 0.083, 0.083, 0.086, 0.085, 0.081, 0.086, 0.080]
}

(3)
{
  "formula": "C6H14O",
  "method": "ωB97M-V with the def2-TZVPD basis set",
  "smiles": "C=C(CC)CC.O",
  "total_charge": 0,
  "homo_lumo_gap_ha": 0.3780,
  "spin_multiplicity": 1,
  "homo_energy_ev": -9.243,
  "e_tot_ev": -8495.5892,
  "max_force_ev_per_a": 2.6,
  "e_above_lowest_kcal_mol": 30.1,
  "species": ["C", "C", "C", "C", "C", "C", "H", "H", "H", "H", "H", "H", "H", "H", "H", "H", "H", "H", "O", "H", "H"],
  "xyz": [[-0.31368, -2.21113, -0.48289], [0.13703, -1.10079, 0.08015], [-0.68525, -0.24673, 1.03524], [0.01832, -0.14644, 2.39630], [1.44017, -0.41944, -0.28573], [2.50969, -1.29744, -0.91436], [-1.30941, -2.53484, -0.21074], [0.32941, -2.81883, -1.10310], [-1.69706, -0.63830, 1.10596], [-0.78608, 0.74433, 0.58754], [0.59152, 0.78334, 2.47782], [0.79416, -0.89227, 2.56789], [-0.69714, -0.15550, 3.21610], [1.88940, 0.06877, 0.58167], [1.17233, 0.43276, -0.91689], [3.03223, -2.01582, -0.28480], [3.30571, -0.85373, -1.52657], [2.04759, -1.89526, -1.70586], [-3.81143, 4.75590, -2.12535], [-3.40169, 5.52093, -1.80188], [-4.56581, 4.92048, -2.69050]],
  "atomic_forces_ev_per_a": [[0.1, 0.0, 0.6], [0.0, 1.1, -0.1], [0.5, -0.5, -0.5], [0.2, 0.7, 0.2], [0.8, 0.0, 0.4], [0.1, -0.8, -1.7], [0.0, -0.3, -0.2], [-0.3, -0.1, -0.2], [0.0, -0.2, 0.2], [0.0, 0.1, 0.1], [-0.3, 0.1, 0.0], [-0.4, -0.5, -0.1], [0.1, -0.1, 0.1], [-0.2, -0.1, 0.3], [0.1, -0.1, -0.3], [-0.3, 0.1, 0.5], [-0.2, 0.8, 0.6], [-0.2, -0.3, 0.1], [-0.5, -2.5, -0.4], [0.4, 1.9, 0.3], [0.1, 0.6, 0.1]],
  "lowdin_charge": [0.051, -0.343, -0.215, -0.106, -0.222, -0.114, 0.060, 0.050, 0.100, 0.110, 0.067, 0.075, 0.066, 0.099, 0.121, 0.076, 0.071, 0.055, -0.034, 0.000, 0.034]
}

(4)
{
  "formula": "C6H14O",
  "method": "ωB97M-V with the def2-TZVPD basis set",
  "total_charge": 0,
  "homo_lumo_gap_ha": 0.3450,
  "spin_multiplicity": 1,
  "homo_energy_ev": -8.582,
  "e_tot_ev": -8492.6917,
  "max_force_ev_per_a": 1.4,
  "e_above_lowest_kcal_mol": 96.9,
  "species": ["C", "O", "C", "C", "C", "C", "C", "H", "H", "H", "H", "H", "H", "H", "H", "H", "H", "H", "H", "H", "H"],
  "xyz": [[-0.51368, -1.44581, -2.44803], [-0.31996, -0.41686, -1.60164], [-0.31520, -0.70854, -0.30637], [0.07757, 0.46148, 0.59587], [0.36688, -0.13383, 1.97469], [1.33027, 1.14541, 0.03732], [-1.04693, 1.51869, 0.73315], [0.48066, -2.35635, -1.62471], [-0.40874, -1.07690, -3.47635], [-1.42084, -2.03116, -2.27024], [0.64225, -2.11406, -0.64444], [-1.14657, -1.33452, 0.03593], [-0.51609, -0.65120, 2.36987], [0.64454, 0.65118, 2.68671], [1.18625, -0.85623, 1.90934], [1.13313, 1.60172, -0.93848], [2.13731, 0.41641, -0.08644], [1.67182, 1.93381, 0.71868], [-1.29057, 1.98444, -0.22857], [-0.72594, 2.32244, 1.41364], [-1.96614, 1.08988, 1.15009]],
  "atomic_forces_ev_per_a": [[0.4, -0.6, 0.2], [-0.1, 0.2, 0.0], [0.3, -0.4, 0.1], [0.1, -0.2, 0.0], [0.0, -0.1, 0.1], [0.1, 0.0, 0.0], [0.0, -0.1, -0.1], [-0.8, 0.9, -0.7], [0.2, -0.5, 0.3], [0.1, 0.1, 0.0], [-0.6, 1.1, 0.2], [0.1, 0.1, 0.0], [0.1, 0.1, 0.0], [0.0, -0.1, -0.1], [-0.1, 0.1, 0.1], [0.0, -0.1, 0.2], [-0.1, 0.1, 0.0], [-0.1, -0.1, -0.1], [0.1, -0.2, 0.1], [0.0, -0.3, -0.2], [0.1, 0.0, -0.1]],
  "lowdin_charge": [-0.126, -0.184, -0.210, -0.588, -0.067, -0.054, -0.049, 0.101, 0.081, 0.074, 0.129, 0.125, 0.085, 0.086, 0.084, 0.084, 0.089, 0.087, 0.084, 0.086, 0.083]
}

(5)
{
  "formula": "C6H14O",
  "method": "ωB97M-V with the def2-TZVPD basis set",
  "total_charge": 0,
  "homo_lumo_gap_ha": [0.2872, 0.2858],
  "spin_multiplicity": 1,
  "homo_energy_ev": [-8.465, -8.437],
  "e_tot_ev": -8491.9256,
  "max_force_ev_per_a": 0.3,
  "e_above_lowest_kcal_mol": 114.5,
  "species": ["C", "O", "C", "C", "C", "C", "C", "H", "H", "H", "H", "H", "H", "H", "H", "H", "H", "H", "H", "H", "H"],
  "xyz": [[-1.55289, 1.14742, 1.78348], [-0.25047, 1.93358, 0.16412], [-0.06306, 1.13540, -0.84965], [0.41528, -0.43892, -0.41698], [0.37131, -1.20839, -1.73343], [1.82578, -0.31603, 0.14843], [-0.53826, -0.92343, 0.56647], [-2.00698, 0.41439, 2.45960], [-2.28420, 1.66053, 1.16832], [-0.85581, 1.80592, 2.29142], [0.81336, 1.39566, -1.48218], [-0.94127, 0.98983, -1.52087], [-0.65619, -1.32635, -2.09340], [0.81807, -2.20465, -1.63620], [0.93690, -0.65923, -2.49598], [1.83628, 0.38574, 0.98935], [2.50933, 0.06579, -0.61812], [2.21237, -1.28354, 0.49114], [-0.97606, 0.18642, 1.08017], [-0.17250, -1.34505, 1.50425], [-1.44099, -1.41511, 0.20005]],
  "atomic_forces_ev_per_a": [[0.0, -0.1, 0.1], [0.0, 0.0, -0.1], [0.0, 0.0, -0.1], [0.0, -0.1, 0.1], [0.0, 0.0, -0.1], [0.1, 0.1, 0.0], [0.0, 0.0, 0.0], [0.1, 0.1, -0.1], [0.2, -0.1, 0.1], [-0.1, -0.1, -0.2], [-0.1, -0.1, 0.2], [0.1, 0.0, 0.1], [0.1, 0.0, 0.0], [-0.1, 0.1, 0.0], [-0.1, -0.1, 0.1], [0.0, -0.1, -0.1], [-0.1, 0.0, 0.1], [-0.1, 0.1, 0.0], [0.0, 0.1, -0.1], [0.0, 0.1, -0.2], [0.1, 0.1, 0.0]],
  "lowdin_charge": [0.057, -0.197, -0.331, -0.562, -0.065, -0.056, -0.008, 0.052, 0.061, 0.057, 0.123, 0.114, 0.083, 0.087, 0.086, 0.089, 0.086, 0.085, 0.019, 0.108, 0.110]
}

Please write out number 5 again, unchanged.
{
  "formula": "C6H14O",
  "method": "ωB97M-V with the def2-TZVPD basis set",
  "total_charge": 0,
  "homo_lumo_gap_ha": [0.2872, 0.2858],
  "spin_multiplicity": 1,
  "homo_energy_ev": [-8.465, -8.437],
  "e_tot_ev": -8491.9256,
  "max_force_ev_per_a": 0.3,
  "e_above_lowest_kcal_mol": 114.5,
  "species": ["C", "O", "C", "C", "C", "C", "C", "H", "H", "H", "H", "H", "H", "H", "H", "H", "H", "H", "H", "H", "H"],
  "xyz": [[-1.55289, 1.14742, 1.78348], [-0.25047, 1.93358, 0.16412], [-0.06306, 1.13540, -0.84965], [0.41528, -0.43892, -0.41698], [0.37131, -1.20839, -1.73343], [1.82578, -0.31603, 0.14843], [-0.53826, -0.92343, 0.56647], [-2.00698, 0.41439, 2.45960], [-2.28420, 1.66053, 1.16832], [-0.85581, 1.80592, 2.29142], [0.81336, 1.39566, -1.48218], [-0.94127, 0.98983, -1.52087], [-0.65619, -1.32635, -2.09340], [0.81807, -2.20465, -1.63620], [0.93690, -0.65923, -2.49598], [1.83628, 0.38574, 0.98935], [2.50933, 0.06579, -0.61812], [2.21237, -1.28354, 0.49114], [-0.97606, 0.18642, 1.08017], [-0.17250, -1.34505, 1.50425], [-1.44099, -1.41511, 0.20005]],
  "atomic_forces_ev_per_a": [[0.0, -0.1, 0.1], [0.0, 0.0, -0.1], [0.0, 0.0, -0.1], [0.0, -0.1, 0.1], [0.0, 0.0, -0.1], [0.1, 0.1, 0.0], [0.0, 0.0, 0.0], [0.1, 0.1, -0.1], [0.2, -0.1, 0.1], [-0.1, -0.1, -0.2], [-0.1, -0.1, 0.2], [0.1, 0.0, 0.1], [0.1, 0.0, 0.0], [-0.1, 0.1, 0.0], [-0.1, -0.1, 0.1], [0.0, -0.1, -0.1], [-0.1, 0.0, 0.1], [-0.1, 0.1, 0.0], [0.0, 0.1, -0.1], [0.0, 0.1, -0.2], [0.1, 0.1, 0.0]],
  "lowdin_charge": [0.057, -0.197, -0.331, -0.562, -0.065, -0.056, -0.008, 0.052, 0.061, 0.057, 0.123, 0.114, 0.083, 0.087, 0.086, 0.089, 0.086, 0.085, 0.019, 0.108, 0.110]
}